Entry 1:
C40H49F13N2O7S2 | wB97M-V/def2-TZVPD

Geometry as XYZ:
```
113
Properties=species:S:1:pos:R:3:forces:R:3:mulliken_charge:R:1
C -2.53228 3.82283 -4.60572 0.0 1.2 0.6 -0.64
C -2.25415 5.34635 -4.18681 -0.9 -0.4 -0.2 -0.64
C -2.55566 5.61923 -2.64125 0.5 1.0 -0.4 -0.27
C -1.24429 5.80956 -1.76289 -0.8 -0.2 0.5 -0.89
C -0.69943 4.47003 -1.11581 1.1 0.1 -1.0 0.52
C 0.37778 4.71104 0.02977 -0.8 0.5 0.0 -0.84
C -0.25328 4.96519 1.46513 0.2 -0.7 0.6 -0.59
C 0.29890 3.94161 2.56507 -1.1 -0.9 -0.6 -0.45
C -0.42535 2.54711 2.30052 0.4 -0.1 1.1 0.44
C -0.42425 1.56659 3.58638 0.7 0.2 -1.3 -0.51
C 0.84838 0.66013 3.46212 1.3 -0.7 0.7 0.17
C 2.09932 1.07550 4.14340 0.4 -1.9 -1.2 -0.50
C 3.33807 0.26777 4.06519 -2.4 -1.1 -1.4 -0.86
C 3.30662 -1.00785 3.31831 -2.1 1.8 0.1 -0.41
C 2.05181 -1.43359 2.62998 1.0 2.1 1.7 -0.27
C 0.83307 -0.60191 2.68103 2.5 0.1 0.7 0.80
S -0.62086 -1.23546 1.74479 1.2 0.0 -0.3 -0.31
C 0.20242 -2.00778 0.28816 1.5 -0.7 -0.6 0.64
C 1.52261 -2.64461 0.58742 -0.6 -0.4 -2.5 -0.67
C 2.32323 -3.27476 -0.51496 -3.8 1.7 -0.4 0.42
N 3.62177 -3.85553 -0.17992 -0.2 2.5 -1.4 -0.60
C 4.44809 -2.91837 -0.02184 -0.6 -2.0 2.2 0.56
O 5.23923 -2.22296 0.46011 0.0 0.2 -1.2 -0.38
C 1.74167 -3.25173 -1.89017 0.1 -0.1 1.5 0.55
C 2.64654 -3.90678 -3.02290 -1.2 1.5 0.3 -1.95
C 0.40432 -2.65285 -2.18702 0.3 -0.3 1.4 0.17
C -0.11411 -2.68879 -3.65929 0.7 0.8 -0.5 -1.14
C 0.17936 -1.23394 -4.27855 0.7 -0.6 -0.1 0.69
C -0.15275 -1.13757 -5.82947 0.9 -0.1 0.5 -0.63
C 1.05850 -0.46646 -6.59866 -0.4 0.7 -0.5 -0.62
C 1.54464 0.91470 -5.95696 0.6 -1.1 0.9 -0.73
C -0.39695 -2.00728 -1.09098 3.5 -0.8 0.7 -0.39
S -2.03130 -1.26330 -1.33435 -3.8 -3.6 0.4 1.45
O -2.92515 -1.78476 -0.27738 2.3 1.6 -0.2 -0.66
O -2.65928 -1.56466 -2.62024 2.1 1.2 0.6 -0.63
C -2.04945 0.60580 -1.18171 1.7 1.1 -1.6 0.64
F -1.07372 1.09520 -0.33048 -1.9 -0.7 -1.0 -0.02
F -1.69137 1.07630 -2.45898 -0.5 -0.8 1.9 -0.32
C -3.50922 1.17546 -0.89659 -1.0 0.9 -1.2 0.62
F -3.61538 2.35684 -1.64770 0.3 -1.7 1.2 -0.12
F -4.51864 0.36203 -1.38500 2.0 1.0 1.1 -0.28
C -3.80155 1.59101 0.61331 -2.4 -0.1 0.5 0.52
F -3.16511 0.83291 1.55117 -0.5 1.6 -1.5 -0.21
F -5.16668 1.38798 0.82266 2.2 0.4 -0.3 -0.30
F -3.60411 2.94085 0.74590 0.4 -2.2 0.4 -0.24
N 2.11742 -2.70507 1.91933 -1.5 0.8 -0.4 -0.11
H -3.65747 3.70399 -4.58024 1.3 -0.2 0.0 0.27
H -2.16169 3.59634 -5.64349 -0.3 0.1 1.1 0.36
H -2.03775 3.18496 -3.82001 -0.6 0.3 -1.1 -0.08
H -1.22088 5.69092 -4.48990 -1.0 -0.5 0.5 0.32
H -2.98825 5.97528 -4.77193 0.9 -0.6 0.5 0.33
H -3.10622 6.61105 -2.59990 0.5 -1.1 0.0 0.37
H -3.24744 4.85802 -2.18659 0.7 0.6 -0.5 0.03
H -1.50187 6.51378 -0.92015 0.3 -0.6 -0.7 0.35
H -0.47380 6.34203 -2.40048 -0.6 -0.8 0.8 0.30
H -1.52904 3.78200 -0.79193 0.7 0.9 -0.1 -0.45
H -0.14734 3.91547 -1.94439 -0.7 0.5 0.9 0.23
H 1.03269 3.79725 0.06310 -0.3 1.1 0.0 0.36
H 0.94728 5.65316 -0.24772 -0.2 -1.4 0.2 0.39
H -0.06781 6.00124 1.86030 -0.3 -0.9 -0.7 0.44
H -1.37219 4.77910 1.40021 1.2 0.5 0.2 0.22
H 0.01189 4.25460 3.61624 0.6 0.0 -1.2 -0.02
H 1.40828 3.75208 2.46408 -1.1 0.6 0.3 0.31
H -1.50299 2.73195 2.04980 1.1 -0.1 -0.1 -0.07
H 0.14521 2.00729 1.49786 -1.0 0.5 0.5 0.00
H -1.36038 0.94165 3.53438 1.0 0.6 0.3 0.32
H -0.42296 2.21622 4.51605 0.1 -1.1 -0.9 0.00
H 2.15650 2.03839 4.71933 -0.4 -1.1 -0.7 0.41
H 4.28727 0.60476 4.55654 -1.2 -0.4 -0.5 0.35
H 4.23628 -1.62327 3.25336 -1.1 0.5 -0.1 0.37
H 2.92747 -3.03795 -3.70024 -0.2 -1.2 0.5 0.36
H 2.00663 -4.63176 -3.59326 1.0 0.5 0.5 0.31
H 3.58334 -4.34684 -2.59386 -1.1 0.3 -0.4 0.38
H -1.18402 -3.00296 -3.77674 1.0 0.5 0.4 0.37
H 0.49114 -3.39606 -4.30838 -0.6 0.7 1.1 0.50
H 1.30877 -1.11318 -4.18641 -1.3 -0.1 0.0 0.18
H -0.26670 -0.41301 -3.65680 0.2 -0.9 -0.7 -0.39
H -1.09560 -0.54747 -6.00133 0.9 -0.8 0.1 0.31
H -0.23700 -2.20765 -6.20212 -0.3 1.4 0.2 0.28
H 0.73522 -0.24187 -7.65869 0.3 -0.4 1.0 0.41
H 1.93036 -1.18698 -6.67435 -1.0 0.8 0.2 0.26
H 1.85798 1.67994 -6.71457 -0.5 -0.7 0.7 0.33
H 0.79703 1.31610 -5.20358 0.7 -0.2 -1.2 0.05
H 2.46264 0.66026 -5.33513 -1.0 0.6 -0.7 0.25
H 1.64551 -3.44224 2.46789 0.3 0.5 -0.3 0.30
C 1.10517 -7.74487 -0.35823 -0.3 -0.1 -0.1 -1.13
C 2.24257 -8.07289 -1.30449 0.1 0.5 0.6 -0.08
O 1.86569 -9.12805 -2.20303 -0.3 -0.2 -0.9 -0.31
C 1.13194 -8.75736 -3.26555 0.6 1.0 1.1 0.36
O 0.78197 -7.63172 -3.49607 0.0 -0.7 -0.3 -0.49
C 0.84262 -9.96438 -4.15774 -0.5 -1.3 -1.0 0.86
F 0.45553 -11.04282 -3.45080 0.2 0.5 0.1 -0.24
F 1.93371 -10.33134 -4.85877 -0.1 0.4 0.4 -0.26
F -0.12770 -9.72073 -5.05013 0.3 0.3 0.5 -0.24
H 0.77433 -8.64260 0.16849 0.1 0.0 0.0 0.34
H 1.41710 -6.99849 0.37423 0.0 0.0 -0.1 0.35
H 0.24081 -7.35666 -0.90046 0.1 0.1 0.0 0.30
H 3.09913 -8.43435 -0.73392 -0.1 -0.3 -0.2 0.34
H 2.57315 -7.19175 -1.85919 -0.2 -0.1 -0.1 0.19
C -1.13565 1.67928 10.37065 0.3 0.2 0.0 -1.12
C -1.79907 1.89850 9.02610 -0.2 -0.6 0.4 -0.19
O -1.45074 3.18553 8.48860 0.4 0.5 -0.5 -0.32
C -0.26325 3.26322 7.87219 -0.7 -1.2 0.7 0.37
O 0.50173 2.35044 7.75051 0.2 0.5 -0.3 -0.50
C -0.04466 4.66601 7.31218 0.4 1.7 -0.4 0.91
F -0.37685 5.62907 8.19229 0.0 -0.5 0.0 -0.25
F -0.78456 4.87401 6.20947 -0.1 -0.4 0.2 -0.25
F 1.23167 4.89217 6.96540 -0.3 -0.6 0.2 -0.25
H -1.37712 2.49587 11.05450 -0.1 -0.1 0.0 0.30
H -1.46442 0.73771 10.81289 0.0 0.0 -0.1 0.38
H -0.04858 1.65473 10.27436 -0.1 -0.1 -0.1 0.32
H -2.88321 1.89500 9.14629 0.1 0.3 -0.1 0.34
H -1.55086 1.10387 8.31923 0.2 0.2 0.0 0.28
```
Forces are in eV/Å.

Summary:
HOMO level in eV: -8.5
LUMO in eV: -0.811
Net charge: 0



Entry 2:
C40H50ClIO9P | wB97M-V/def2-TZVPD

Geometry as XYZ:
```
102
Properties=species:S:1:pos:R:3:forces:R:3:mulliken_charge:R:1
C -8.33091 -0.14153 -2.51037 -0.2 -0.2 0.2 -0.48
O -7.49656 -1.19890 -2.07747 0.0 0.2 0.0 -0.43
C -6.12563 -1.09070 -2.39757 0.0 -0.4 0.2 -0.01
C -5.60859 -2.37092 -3.07935 0.1 0.6 -0.1 -0.76
C -4.99907 -2.12016 -4.47067 -0.2 -0.4 0.2 -0.71
C -3.87027 -3.10487 -4.85044 -0.3 0.4 -0.5 -0.85
C -2.61961 -2.42240 -5.42960 0.3 -0.5 0.1 -1.19
C -1.51977 -2.20284 -4.37972 -0.5 0.8 -0.1 -0.87
C -1.72615 -0.89354 -3.57998 -0.4 0.1 0.4 0.05
C -1.76808 -1.09640 -2.04888 0.3 -0.4 -0.3 -0.65
C -0.96805 -0.08309 -1.23926 -0.4 0.0 0.2 -1.12
P -1.65880 1.59245 -1.10418 0.5 -0.3 -0.5 0.56
C -0.26788 2.74691 -1.28919 0.0 0.2 0.5 -1.06
C -0.03465 3.85523 -0.22969 0.0 0.2 -0.3 -0.76
C -1.01520 3.93365 0.92540 0.1 -0.1 0.1 -0.57
Cl -0.87295 5.51789 1.72070 0.0 0.0 0.1 -0.19
C -2.93812 1.93608 -2.33630 -0.1 0.5 0.2 -0.10
C -3.86881 3.11251 -2.00971 -0.3 -0.2 -0.3 -0.43
C -5.07140 3.07048 -2.95248 0.3 0.2 -0.1 -1.27
I -2.90756 5.01928 -2.26128 0.1 -0.1 0.1 0.13
H -9.06939 0.05296 -1.73406 0.0 0.0 0.1 0.28
H -8.86728 -0.42914 -3.41545 0.1 0.1 -0.2 0.27
H -7.77399 0.78282 -2.67056 0.1 0.0 -0.1 0.11
H -5.58086 -0.95069 -1.45465 0.0 0.1 0.0 0.09
H -5.93297 -0.21667 -3.02670 -0.1 0.1 -0.1 0.08
H -4.84734 -2.81979 -2.44125 -0.1 -0.2 0.1 0.34
H -6.46515 -3.03693 -3.14630 0.1 -0.3 0.1 0.42
H -4.64594 -1.08929 -4.53705 0.1 0.0 0.0 0.41
H -5.79917 -2.21245 -5.20566 0.0 0.2 -0.1 0.47
H -4.26025 -3.78021 -5.61128 0.0 -0.2 0.1 0.42
H -3.60853 -3.72146 -3.99109 0.1 0.0 0.0 0.49
H -2.20926 -3.04593 -6.22509 0.0 -0.1 0.0 0.43
H -2.89674 -1.48147 -5.90831 0.0 0.1 0.0 0.45
H -1.56173 -3.02687 -3.67131 0.3 -0.2 -0.1 0.27
H -0.54564 -2.16892 -4.86060 0.1 -0.2 0.1 0.45
H -0.97037 -0.14214 -3.82336 0.2 -0.1 -0.1 0.56
H -2.67501 -0.45241 -3.88766 0.0 0.1 -0.1 -0.07
H -2.79172 -1.19623 -1.67792 -0.1 0.1 0.0 0.02
H -1.29228 -2.05344 -1.84537 0.0 0.0 0.1 0.62
H -0.88260 -0.42703 -0.20555 0.1 0.1 0.1 0.27
H 0.05095 0.01751 -1.60891 0.0 0.0 -0.1 0.57
H -2.29530 1.65166 0.13571 0.0 0.2 0.0 0.22
H 0.62612 2.12802 -1.34689 -0.1 -0.2 0.1 0.68
H -0.39464 3.20162 -2.27164 -0.1 0.0 0.0 0.64
H -0.04712 4.81753 -0.73697 -0.1 0.0 -0.1 0.45
H 0.97323 3.73120 0.15648 0.0 0.0 0.1 0.19
H -0.81147 3.17499 1.67988 0.0 0.0 0.0 0.44
H -2.05228 3.85078 0.60644 0.0 0.1 -0.1 0.33
H -2.43810 2.15377 -3.28110 0.1 -0.3 -0.1 0.68
H -3.56720 1.05384 -2.46436 0.1 -0.2 0.1 -0.54
H -4.21681 3.06426 -0.98024 0.1 0.1 0.1 0.57
H -4.72746 2.91629 -3.97564 0.0 0.0 -0.1 0.39
H -5.60230 4.01773 -2.93272 -0.2 0.0 0.1 0.52
H -5.75013 2.26427 -2.67845 0.0 -0.1 0.0 0.16
C 3.01207 -5.08333 0.18707 0.0 0.0 0.0 -0.44
C 2.40641 -4.54051 -0.86577 0.0 0.0 0.0 -0.40
C 1.22612 -3.65959 -0.70270 0.1 0.0 -0.1 0.45
O 0.68401 -3.15433 -1.66726 0.0 0.0 0.1 -0.45
C 0.73906 -3.40871 0.67539 0.0 0.0 0.0 -0.08
C 1.34150 -3.94975 1.72996 0.0 0.0 0.0 -0.57
C 2.53071 -4.82851 1.56905 0.0 0.0 0.0 0.28
O 3.08412 -5.31197 2.52930 0.1 0.0 0.0 -0.55
H 3.87675 -5.72785 0.09329 0.0 0.0 0.0 0.47
H 2.74183 -4.70818 -1.88114 0.0 0.0 0.0 0.46
H -0.12671 -2.76496 0.77048 0.0 0.0 0.0 0.37
H 1.00553 -3.78039 2.74502 0.0 0.0 0.0 0.46
C 4.36903 1.18030 0.98635 0.0 0.0 0.0 -0.58
C 5.42598 1.66400 1.63267 0.0 0.0 0.0 -0.42
C 5.28950 2.79053 2.59268 0.0 0.0 0.0 0.13
O 6.24810 3.23163 3.18532 0.0 0.0 0.0 -0.55
C 3.93057 3.35275 2.80356 0.0 0.0 0.0 -0.52
C 2.87296 2.86510 2.16290 0.1 0.0 -0.2 -0.07
C 3.01912 1.74512 1.20639 0.1 0.0 0.1 0.47
O 2.05386 1.28745 0.61677 -0.3 0.1 -0.1 -0.49
H 4.44829 0.36095 0.28392 0.0 0.0 0.0 0.65
H 6.42329 1.26661 1.49113 0.0 0.0 0.0 0.50
H 3.85594 4.17048 3.50889 0.0 0.0 0.0 0.52
H 1.87495 3.25451 2.30767 0.0 0.0 0.1 0.41
C 0.89319 4.48504 7.75646 0.0 0.0 0.0 -0.37
C 0.72620 4.04688 6.51179 0.0 0.0 0.0 -0.41
C 1.68251 3.09491 5.89901 0.0 0.0 0.0 0.39
O 1.53350 2.69740 4.75861 -0.1 0.0 0.1 -0.48
C 2.83346 2.64806 6.71865 0.0 0.0 0.0 -0.22
C 3.00404 3.08517 7.96326 0.0 0.0 0.0 -0.38
C 2.04549 4.03795 8.58248 0.0 0.0 0.0 0.30
O 2.19709 4.43450 9.71434 0.0 0.0 0.0 -0.52
H 0.20922 5.17985 8.22661 0.0 0.0 0.0 0.41
H -0.10451 4.35937 5.89155 0.0 0.0 0.0 0.44
H 3.51852 1.95443 6.24737 0.0 0.0 0.0 0.44
H 3.83684 2.77472 8.58100 0.0 0.0 0.0 0.41
C 6.27504 -3.33146 2.97693 0.0 0.0 0.0 -0.43
C 5.84929 -2.38448 2.14556 0.0 0.0 0.0 -0.17
C 6.36525 -2.29128 0.75796 0.0 0.0 0.0 0.44
O 5.97309 -1.42755 -0.00256 0.0 0.0 0.0 -0.55
C 7.37212 -3.29048 0.32823 0.0 0.0 0.0 -0.42
C 7.80051 -4.23794 1.15812 0.0 0.0 0.0 -0.46
C 7.28554 -4.33483 2.54869 0.0 0.0 0.0 0.28
O 7.67112 -5.19627 3.30419 0.0 0.0 0.0 -0.53
H 5.91402 -3.42129 3.99349 0.0 0.0 0.0 0.44
H 5.11409 -1.64375 2.43555 0.0 0.0 0.0 0.53
H 7.73229 -3.20033 -0.68865 0.0 0.0 0.0 0.45
H 8.53596 -4.97727 0.86809 0.0 0.0 0.0 0.43
```
Forces are in eV/Å.

Summary:
HOMO level in eV: -11.7
LUMO in eV: -3.688
ΔE to the lowest compared entry with this formula, charge and spin in kcal per mole: 0.00
Net charge: +1